26
Properties=species:S:1:pos:R:3 method="wB97M-V/def2-TZVPD" total_energy_ha=-1611.9678 orbital_gap_ev="6.303 / 6.304" de_lowest_kj_mol=11.5 lumo_energy_ev="-0.537 / -0.536"
Pt -1.26814 0.71521 0.38687
N -2.96055 -0.35713 -1.19875
N -3.04122 -1.74680 -1.17271
C -2.33249 -2.46769 -0.25361
N -2.33523 -3.78490 -0.45648
N -1.77431 -1.74999 0.70706
N -1.01314 -2.43603 1.67150
O -1.00483 -3.67246 1.73361
O -0.44493 -1.72937 2.44682
H -3.88237 0.05349 -1.14091
H -2.46610 -0.03524 -2.02349
H -3.35679 -2.22673 -2.00072
H -2.74122 -4.18026 -1.28437
H -1.84812 -4.35043 0.22593
S -0.21399 2.29899 1.55721
C 1.41077 2.30889 0.83621
C 2.52327 2.80357 1.50636
C 3.75856 2.84424 0.87265
C 3.88220 2.38987 -0.43555
C 2.76813 1.89375 -1.09927
C 1.53787 1.85551 -0.45902
S 0.06942 1.26789 -1.30122
H 2.41529 3.14778 2.52992
H 4.62450 3.21815 1.40475
H 4.84257 2.41028 -0.93425
H 2.85085 1.52943 -2.11856